# 1
The following is a quantum chemistry calculation of a 2-piece molecular cluster, C5H10O2 overall, from the Open Molecules 2025 dataset.

The geometry in XYZ format:
```
17
Properties=species:S:1:pos:R:3:forces:R:3:mulliken_charge:R:1
H 1.299 -1.350 0.695 0.449 -0.220 -0.462 0.35
H -2.840 0.603 0.985 -0.310 -0.179 -0.118 0.31
C -0.774 -0.812 0.293 0.873 0.900 -0.304 -0.36
C 0.660 -0.901 -0.055 -1.721 -0.094 0.858 -0.04
H -1.362 -0.617 -0.599 -0.448 0.475 0.280 0.30
O 2.361 -0.599 -1.597 0.399 0.227 0.047 -0.48
H 2.038 1.557 -1.206 0.405 0.270 0.117 0.38
H 2.346 -0.923 -2.507 -0.054 0.329 0.156 0.32
H -0.727 -1.092 2.374 0.484 0.233 0.103 0.33
H 0.490 0.250 -1.874 -0.554 0.033 -0.033 0.55
C -2.578 -0.027 1.833 0.038 -0.371 -0.624 -1.09
H 2.905 2.815 -1.518 -0.007 -0.108 0.196 0.30
H -2.496 0.664 2.667 0.185 -0.170 0.321 0.33
C 1.069 -0.324 -1.173 1.176 -1.898 -0.451 -0.77
H -3.369 -0.747 2.037 -0.217 0.099 0.107 0.27
O 2.249 2.213 -1.877 -0.229 0.337 -0.361 -0.62
C -1.272 -0.711 1.522 -0.471 0.137 0.168 -0.07
```
Positions in Å, forces in eV/Å.

**SMILES**: C/C=C/C=C/O.O
**Energy relative to the best compared isomer or geometry (same formula, charge and spin)**: 277.7 kJ/mol
**HOMO**: -8.30 eV
**HOMO-LUMO gap**: 9.148 eV


# 2
The following is a quantum chemistry calculation of a 6-piece molecular cluster, C41H81BrFIO11S overall, from the Open Molecules 2025 dataset.

The geometry in XYZ format:
```
137
Properties=species:S:1:pos:R:3:forces:R:3:mulliken_charge:R:1
H 2.235 -1.352 -2.606 -0.087 1.031 -0.241 0.02
H -0.992 2.829 -1.765 0.629 -0.817 -0.689 0.70
H 0.253 1.647 -0.345 0.330 -0.096 -1.000 0.23
C 5.433 -1.162 1.026 0.003 0.734 1.311 -1.01
H -8.396 -0.349 0.926 0.837 0.456 -0.257 0.41
H 4.643 0.858 8.576 -0.184 0.017 0.094 0.34
I -0.621 1.824 -4.227 -0.258 -0.044 0.242 -0.07
H 2.457 -4.054 -5.494 0.013 -0.065 -0.199 0.32
H -4.986 0.377 -0.464 0.066 0.136 -0.976 -0.59
C 6.235 -0.472 2.207 0.845 -1.145 -1.577 -0.54
C -7.520 -4.783 0.624 -0.299 0.104 0.010 -1.18
O -0.271 -0.381 -1.672 0.317 -0.573 0.901 -0.18
H 2.256 2.471 7.124 0.046 0.108 0.119 0.26
H 5.613 -2.266 1.105 -0.320 0.878 -0.119 0.39
H -5.418 1.357 -1.918 0.086 -0.828 0.058 0.56
H -5.730 2.779 0.177 0.228 -0.535 0.697 0.08
H 4.086 -0.161 -0.961 -0.683 0.412 0.259 0.19
H -7.829 2.461 0.065 0.344 -0.607 0.581 0.41
H 2.077 1.410 -5.497 -0.051 -0.938 0.218 0.31
C 0.820 1.667 -1.321 -0.407 -0.482 0.582 -1.08
H -4.458 4.406 1.085 -0.221 -0.322 0.698 0.29
H -3.454 0.491 -2.897 -0.007 -0.775 0.339 -0.06
H -6.567 -0.881 -2.811 -0.011 -0.050 0.776 0.52
C -5.912 -5.060 -1.364 -0.014 0.084 -0.283 -0.71
H 3.350 -1.781 1.075 0.263 0.930 0.275 0.16
H -0.529 -1.946 -6.598 0.058 -0.044 0.016 0.27
H -2.307 1.133 4.754 0.038 -0.221 -0.051 0.29
C -5.195 0.324 -1.559 0.091 -1.417 -0.132 0.53
H 5.989 6.127 0.654 -0.177 0.100 -0.040 0.36
C 5.370 5.251 0.854 0.101 -0.186 0.267 -1.22
H 1.417 -5.123 -4.535 -0.009 0.043 -0.058 0.31
C -7.684 0.057 -1.105 0.913 0.248 -0.296 -0.95
C 1.064 0.132 -1.600 2.379 1.216 1.178 2.20
C 3.893 -0.799 1.134 0.505 -0.783 -1.538 -0.16
H 1.297 3.895 -3.451 -0.107 0.198 0.949 0.29
H 5.882 0.564 2.400 0.096 -0.713 -0.103 0.38
H 0.627 0.085 3.929 -0.170 -0.058 -0.159 0.32
H -8.555 -4.519 0.841 0.063 -0.015 -0.046 0.31
C 3.390 0.079 -0.130 -0.281 -0.864 1.767 -0.04
H 3.087 0.113 8.103 0.036 0.129 0.162 0.32
C 7.768 -0.444 1.792 -0.788 0.543 1.250 -0.47
C -1.533 1.027 5.516 -0.047 0.217 0.290 -1.16
H 1.281 1.694 3.574 -0.029 -0.030 0.075 0.31
C 0.696 3.937 -2.518 -1.442 -0.228 -0.511 -1.16
H 3.527 0.418 -5.789 -0.912 0.053 0.318 0.46
H 9.430 0.910 2.496 -0.726 -0.356 0.562 0.32
O -2.729 -2.970 -1.422 0.048 0.425 0.113 -0.50
H 8.119 -1.503 1.762 0.006 0.800 -0.021 0.28
H 1.903 -1.479 -0.222 -0.237 0.722 -0.284 0.02
C 3.290 2.648 6.826 0.105 0.073 -0.218 -1.04
O -2.214 -2.007 1.308 3.010 -0.172 -1.171 -0.66
C 4.087 0.389 7.763 0.161 -0.273 -0.154 -1.13
C 0.311 -2.633 -6.706 -0.313 0.158 0.130 -1.19
C 5.124 4.678 -1.638 0.049 -0.089 -0.454 -0.73
C -6.416 -0.664 -1.730 -0.247 1.524 0.731 -0.83
H 1.117 -2.814 -1.533 -0.895 0.480 0.076 -0.01
C 2.969 0.395 -3.679 -0.320 -1.080 -2.132 -0.11
O -0.415 -3.426 -4.590 0.036 -0.006 -0.075 -0.51
H -8.746 1.804 1.449 0.884 0.125 -0.248 0.30
H -6.617 -0.148 0.891 -0.574 0.299 -0.496 0.32
H -1.133 -4.043 0.220 0.863 0.173 -0.144 0.33
H -5.185 -4.360 -0.946 0.086 -0.157 0.112 -0.06
H 3.293 3.225 5.902 -0.047 -0.064 0.053 0.22
Br 3.605 2.212 -3.315 -0.230 -0.731 0.400 -0.18
H -0.393 -3.380 -2.244 0.100 1.050 0.632 0.60
C -7.292 -4.725 -0.864 -0.279 0.086 -0.258 0.86
O 4.454 1.049 5.512 -0.063 -0.030 0.139 -0.54
C 2.551 0.444 -5.228 1.714 0.191 0.207 -1.13
H 6.113 -1.126 3.104 0.051 0.859 -0.387 0.22
H 1.347 0.067 0.555 0.572 -0.680 -0.588 -0.17
H 1.267 4.248 -1.615 -0.208 -0.375 -0.684 0.27
C -7.567 0.248 0.461 -0.808 -0.003 -0.189 -0.28
H 3.812 3.217 7.598 -0.130 -0.068 0.125 0.42
O -3.024 -0.662 -1.186 0.361 -1.104 -0.793 0.11
H 5.734 5.528 -1.951 -0.185 0.131 0.015 0.45
H 1.386 -5.236 -6.304 0.165 0.100 -0.077 0.39
H 7.777 1.144 3.300 0.823 -0.257 -0.261 0.27
C -2.168 -1.690 -1.601 0.035 0.789 -1.126 -2.10
H -4.212 -1.179 -2.885 0.298 0.553 0.568 0.40
H -6.179 -1.584 -1.146 -0.202 0.415 -0.647 0.11
H -8.631 -0.434 -1.422 0.653 0.209 0.426 0.41
H -6.863 -4.073 1.129 0.114 -0.165 0.060 0.29
H 1.747 2.221 -1.034 -0.475 -0.726 -0.793 0.31
H -2.547 -3.451 -2.239 -0.130 -0.071 0.167 0.35
C 3.989 1.335 6.595 0.115 0.053 -0.358 0.87
H 1.979 -0.457 -5.534 0.137 0.747 0.314 -0.03
H 1.048 -0.597 -3.647 0.618 0.508 0.792 0.38
H -3.966 3.473 2.537 -0.912 0.314 -0.300 0.19
H -5.586 4.372 2.497 0.586 -0.550 -0.347 0.33
H 4.613 -0.514 7.453 -0.029 0.069 -0.002 0.29
H 3.883 -0.254 -3.698 -0.768 0.835 0.588 0.61
C -3.922 -0.299 -2.259 -0.978 1.358 0.678 -0.55
H 4.066 4.949 -1.656 0.055 0.203 -0.042 0.21
H 7.876 -0.013 0.770 -0.088 -0.162 0.772 0.34
C 5.519 4.250 -0.261 0.070 -0.161 0.185 0.88
H 5.905 -0.835 0.071 -0.635 -0.111 0.495 0.32
H -1.872 1.515 6.430 0.043 -0.014 -0.061 0.34
H -7.690 1.088 -1.555 -0.171 -0.884 0.233 0.37
C -0.258 1.676 5.046 0.206 0.253 0.095 0.55
H -0.318 1.246 2.950 -0.040 -0.276 0.026 0.09
H 3.442 1.144 0.199 0.147 -0.680 -0.780 0.07
H 4.323 5.546 0.951 0.058 0.181 -0.076 0.32
H -5.652 -6.084 -1.086 0.126 0.088 0.145 0.45
O -1.309 0.198 1.049 2.172 -3.155 -0.887 -0.57
C -5.537 2.507 1.245 0.601 0.881 0.541 0.48
H -4.834 1.645 1.351 -0.523 0.526 -0.460 -0.05
C 1.904 -0.373 -0.318 -0.906 0.991 -0.171 -1.22
H -7.332 -5.794 0.991 0.175 0.080 0.084 0.38
H 0.151 -4.950 -0.634 -0.138 0.741 0.385 0.47
C 1.486 -4.551 -5.460 -0.099 -0.113 0.326 -1.23
C 8.517 0.412 2.904 -0.238 -1.026 -0.710 -1.05
H 1.230 -2.052 -6.795 0.047 -0.149 -0.192 0.23
H 5.694 4.799 1.792 -0.024 0.005 -0.087 0.31
C -4.848 3.772 1.917 -0.057 -0.509 -0.547 -1.09
O -6.781 2.186 1.877 0.020 0.227 -0.784 -0.46
O 5.943 3.138 -0.060 0.100 -0.271 0.155 -0.51
C 0.369 1.136 3.791 0.275 0.293 0.011 -0.44
H -1.357 -0.030 5.727 -0.111 -0.041 -0.194 0.32
S -1.035 -1.263 0.837 -4.303 3.868 2.989 1.31
F 0.231 -1.658 1.808 -1.037 0.103 -1.193 -0.25
C -0.094 -3.962 -0.169 -0.046 -0.211 -0.785 -1.70
H -0.115 4.697 -2.671 0.778 -0.486 0.008 0.42
O -8.183 -4.421 -1.627 0.124 -0.021 0.107 -0.57
C 0.021 -2.878 -1.334 0.945 -1.307 1.096 -0.06
H 3.649 -0.321 2.107 0.192 -0.251 -0.683 0.38
H -5.893 -4.977 -2.451 -0.044 0.002 0.066 0.27
H 5.288 3.851 -2.331 0.100 0.240 0.197 -0.04
H 8.775 -0.298 3.728 0.026 0.807 -0.499 0.30
C -0.050 2.533 -2.293 0.902 2.099 1.386 -0.48
C -7.753 1.749 0.933 -0.918 -0.571 0.201 -0.70
C 0.384 -3.527 -5.498 -0.185 0.035 0.190 0.93
H 0.159 -3.234 -7.604 0.197 0.039 -0.040 0.45
O 0.245 2.597 5.657 -0.128 -0.133 -0.031 -0.59
C 1.834 -0.333 -2.886 -0.787 -1.070 -0.171 -1.12
C -0.670 -1.510 -1.006 -1.267 -1.846 -1.605 1.53
H -2.013 -1.549 -2.708 0.426 -0.140 0.932 1.06
H 0.649 -3.798 0.642 -0.659 0.038 -0.467 0.27
```
Positions in Å, forces in eV/Å.

**SMILES**: CCCCCCC[C@](C[C@@H](C)Br)(C[C@@H](C)I)O[C@](CC)([C@@H](O)OCCCCCCOCC)S(=O)(=O)F.CC(C)=O.CC(C)=O.CC(C)=O.CC(C)=O.CC(C)=O
**HOMO**: -9.33 eV
**HOMO-LUMO gap**: 9.465 eV


# 3
The following is a quantum chemistry calculation of a 2-piece molecular cluster, C4H8O3 overall, from the Open Molecules 2025 dataset.

The geometry in XYZ format:
```
15
Properties=species:S:1:pos:R:3:forces:R:3:mulliken_charge:R:1
H -0.971 -0.219 -2.207 0.588 0.044 1.466 0.36
C 1.350 0.937 0.128 -3.590 -1.000 2.611 -0.39
H -1.497 -1.757 0.761 -0.157 -0.906 -0.387 0.44
O -0.484 -0.652 -1.459 -0.675 -0.405 -1.909 -0.51
H 3.240 1.354 -0.332 0.483 -0.263 -0.413 0.29
C -0.556 -1.243 0.786 1.342 0.581 1.494 -1.45
H 1.451 1.393 1.144 -0.614 -0.460 -0.808 0.27
H 0.361 -1.774 0.541 -0.549 -0.891 -0.115 0.36
C -0.583 -0.129 -0.226 5.466 -2.355 0.584 0.91
O -1.198 0.914 0.017 -3.440 5.198 0.165 -0.32
C 2.355 0.822 -0.655 0.500 0.358 -2.202 -0.49
H -0.384 -0.980 1.879 -0.311 0.507 -1.431 0.34
H 2.187 0.481 -1.688 0.624 -0.181 0.479 0.24
H -2.512 0.269 1.105 -1.241 0.240 -0.446 0.33
O -2.757 0.585 0.206 1.573 -0.467 0.912 -0.39
```
Positions in Å, forces in eV/Å.

**Energy relative to the best compared isomer or geometry (same formula, charge and spin)**: 753.3 kJ/mol
**HOMO (alpha / beta)**: -8.55 / -8.51 eV
**HOMO-LUMO gap (alpha / beta)**: 8.354 / 8.272 eV


# 4
The following is a quantum chemistry calculation of C2H5N3O3 as an isolated structure, from the Open Molecules 2025 dataset.

The geometry in XYZ format:
```
13
Properties=species:S:1:pos:R:3:forces:R:3:mulliken_charge:R:1
H -1.807 -2.171 0.683 0.163 0.117 -0.181 0.25
N 0.103 0.922 -1.109 -0.450 -1.245 0.197 -0.09
N -0.217 0.845 1.185 1.016 -0.730 -0.854 -0.77
O -0.304 -1.180 -0.103 0.720 0.379 -0.113 -0.18
H -0.314 0.490 -1.929 -0.416 0.139 0.274 0.25
C 0.031 0.139 0.153 -4.311 2.226 0.456 0.72
H -0.317 -2.614 1.224 -0.076 0.057 -0.116 0.26
O 2.633 0.080 -1.500 -0.663 0.367 0.098 -0.29
O -0.236 2.274 -1.010 -0.067 -0.160 0.544 -0.43
N -0.920 -1.817 1.032 0.517 0.294 0.095 -0.51
H -0.255 2.404 -0.032 -0.115 -0.116 -0.208 0.38
H -0.299 0.323 2.047 -0.200 -0.175 -0.102 0.27
C 1.901 0.305 -0.642 3.881 -1.153 -0.088 0.16
```
Positions in Å, forces in eV/Å.

**Energy relative to the best compared isomer or geometry (same formula, charge and spin)**: 532.4 kJ/mol
**HOMO**: -8.71 eV
**HOMO-LUMO gap**: 9.304 eV


Number 1: largest force on an atom 2.28 eV/A. Number 2: largest force on an atom 6.51 eV/A. Number 3: largest force on an atom 6.24 eV/A. Number 4: largest force on an atom 4.87 eV/A.